a.
This record from OMol25 describes C2H2N2OS in the gas phase. The level of theory is wB97M-V/def2-TZVPD.

Calculated values
- E_LUMO: 0.702 eV
- SMILES: S=c1[nH]nco1
- HOMO-LUMO gap: 9.49 eV

Element x y z (Å)
S -1.99 -0.02 0.01
C -0.33 -0.06 -0.03
N 0.47 1.00 -0.06
N 1.82 0.72 -0.02
C 1.81 -0.57 0.08
O 0.49 -1.07 -0.01
H 0.27 1.96 0.31
H 2.69 -1.27 -0.06


b.
This record from OMol25 describes 2 unconnected molecules or ions with the total composition C2H2N2OS. The level of theory is wB97M-V/def2-TZVPD.

Calculated values
- E_LUMO: 0.370 eV
- SMILES: C#[N+][S-].N=C=O
- HOMO-LUMO gap: 9.10 eV

Element x y z (Å)
C -1.40 -1.08 0.06
N -1.52 0.12 -0.01
S -1.28 1.63 0.07
H -1.36 -2.06 0.36
N 1.81 0.90 -0.41
C 1.38 -0.03 0.19
O 1.04 -0.89 0.87
H 1.32 1.41 -1.13


Quick ranking, most stable first: a, b.


a.
This record from OMol25 describes 2 unconnected molecules or ions with the total composition C3H9NO. The level of theory is wB97M-V/def2-TZVPD.

Calculated values
- E_LUMO (alpha / beta): 3.998 / 3.832 eV
- Spin multiplicity: 2
- Charge: -1
- HOMO-LUMO gap (alpha / beta): 2.34 / 7.19 eV

Element x y z (Å)
C 1.39 1.23 0.93
C 0.83 1.64 2.11
H 1.12 1.75 0.03
H 1.97 0.31 0.96
H 0.10 2.46 2.13
H 1.11 1.40 3.12
N -0.33 -1.30 -1.93
C -0.80 -1.23 -0.58
O -1.96 -0.36 -0.50
H 0.18 -2.11 -2.22
H 0.07 -0.48 -2.38
H -1.24 -2.21 -0.39
H -0.11 -0.78 0.13
H -2.34 -0.32 -1.39


b.
This record from OMol25 describes 2 unconnected molecules or ions with the total composition C3H9NO. The level of theory is wB97M-V/def2-TZVPD.

Calculated values
- E_LUMO (alpha / beta): 4.404 / 3.175 eV
- Spin multiplicity: 2
- Charge: -1
- HOMO-LUMO gap (alpha / beta): 6.72 / 5.48 eV

Element x y z (Å)
C 1.77 0.58 -0.05
N 3.10 0.82 -0.51
C -2.64 -0.75 1.10
O -1.45 -0.88 0.50
C 0.68 0.33 -1.08
H 1.78 -0.27 0.65
H 1.51 1.43 0.59
H 3.28 0.21 -1.32
H -3.53 -0.77 0.42
H -2.76 0.19 1.72
H -2.92 -1.55 1.85
H 0.70 1.04 -1.90
H 0.73 -0.70 -1.45
H -0.27 0.32 -0.53


Quick ranking, most stable first: b, a.


a.
This record from OMol25 describes 2 unconnected molecules or ions with the total composition BrClHOP. The level of theory is wB97M-V/def2-TZVPD.

Calculated values
- E_LUMO: -1.168 eV
- SMILES: O=PBr.Cl
- HOMO-LUMO gap: 9.51 eV

Element x y z (Å)
O -1.06 -1.08 -0.42
P -1.78 -0.40 0.59
Br -1.76 1.76 0.06
Cl 2.63 -0.14 0.37
H 1.96 -0.14 -0.60


b.
This record from OMol25 describes BrClHOP in the gas phase. The level of theory is wB97M-V/def2-TZVPD.

Calculated values
- E_LUMO: 0.058 eV
- SMILES: OP(Cl)Br
- HOMO-LUMO gap: 10.19 eV

Element x y z (Å)
O -0.97 -0.33 0.42
P 0.16 0.04 -0.68
Cl 0.86 2.00 0.13
Br 1.78 -1.21 0.09
H -1.84 -0.50 0.05


Quick ranking, most stable first: b, a.


a.
This record from OMol25 describes a molecular structure, C3H10N2S. The level of theory is wB97M-V/def2-TZVPD.

Calculated values
- E_LUMO: 0.601 eV
- HOMO-LUMO gap: 8.21 eV

Element x y z (Å)
C -1.07 2.02 -2.00
C -0.85 0.78 -1.14
S -0.38 1.18 0.58
H -0.64 2.91 -1.53
H -0.50 1.94 -2.92
H -2.13 2.17 -2.16
H -1.76 0.18 -1.15
H -0.07 0.16 -1.57
N 1.96 -1.14 1.13
C 0.98 -1.90 1.62
N -0.19 -1.44 1.83
H 1.79 -0.16 0.93
H 2.91 -1.41 1.35
H 1.29 -2.93 1.83
H -0.95 -2.10 1.99
H -0.41 -0.25 1.24


b.
This record from OMol25 describes C3H10N2S in the gas phase. The level of theory is wB97M-V/def2-TZVPD.

Calculated values
- E_LUMO: 0.975 eV
- SMILES: NC[C@H](N)CS
- HOMO-LUMO gap: 9.89 eV

Element x y z (Å)
N 1.05 -1.12 -1.50
C 1.30 -0.41 -0.25
C 0.12 0.55 0.07
N 0.31 1.07 1.41
C -1.18 -0.27 -0.04
S -2.59 0.83 0.39
H 1.47 -2.04 -1.58
H 1.42 -0.54 -2.24
H 2.27 0.10 -0.15
H 1.36 -1.04 0.64
H 0.11 1.35 -0.67
H 0.72 1.99 1.47
H -0.61 1.21 1.83
H -1.08 -1.19 0.54
H -1.33 -0.56 -1.07
H -3.34 0.05 1.15


Quick ranking, most stable first: b, a.


a.
This record from OMol25 describes C3H10N2S in the gas phase. The level of theory is wB97M-V/def2-TZVPD.

Calculated values
- E_LUMO: 0.911 eV
- SMILES: NC[C@H](N)CS
- HOMO-LUMO gap: 9.74 eV

Element x y z (Å)
N -1.85 2.25 0.31
C -1.08 1.32 -0.64
C -0.57 0.09 0.06
N -0.01 0.43 1.45
C 0.53 -0.41 -0.77
S 1.40 -1.95 -0.32
H -1.74 3.25 0.35
H -2.19 1.86 1.20
H -0.31 1.90 -1.16
H -1.84 0.97 -1.29
H -1.07 -0.78 0.29
H 0.88 -0.16 1.64
H 0.36 1.44 1.58
H 1.39 0.29 -0.92
H 0.09 -0.52 -1.82
H 1.73 -1.72 0.96


b.
This record from OMol25 describes C3H10N2S in the gas phase. The level of theory is wB97M-V/def2-TZVPD.

Calculated values
- E_LUMO: 0.846 eV
- SMILES: NC[C@@H](N)CS
- HOMO-LUMO gap: 9.79 eV

Element x y z (Å)
N -0.63 0.18 2.26
C -0.57 -0.47 0.88
C -0.11 0.37 -0.16
N 1.43 0.40 -0.07
C -0.48 -0.19 -1.60
S 0.13 0.62 -3.16
H -1.02 -0.55 2.92
H 0.34 0.11 2.69
H -0.12 -1.39 0.82
H -1.70 -0.93 0.72
H -0.35 1.43 -0.14
H 1.89 1.27 -0.27
H 1.81 -0.10 0.74
H -0.43 -1.29 -1.62
H -1.52 0.18 -1.58
H 1.33 0.37 -2.44


Quick ranking, most stable first: a, b.


a.
This record from OMol25 describes 3 unconnected molecules or ions with the total composition C3H10N2S. The level of theory is wB97M-V/def2-TZVPD.

Calculated values
- E_LUMO: -4.105 eV
- HOMO-LUMO gap: 3.67 eV

Element x y z (Å)
N -1.16 0.59 0.26
C -1.10 1.13 -0.97
C -0.50 2.31 -1.31
S 1.74 0.41 1.35
C 0.13 -2.11 -0.55
N -1.27 -2.39 -0.33
H -0.34 0.74 0.88
H -1.58 -0.32 0.10
H -1.87 0.87 -1.73
H -0.61 2.91 -2.22
H 0.49 2.42 -0.88
H 1.66 0.60 2.69
H 0.68 -2.23 0.40
H 0.59 -2.72 -1.32
H 0.46 -1.15 -1.03
H -1.45 -3.04 -1.21


b.
This record from OMol25 describes 2 unconnected molecules or ions with the total composition C3H10N2S. The level of theory is wB97M-V/def2-TZVPD.

Calculated values
- E_LUMO: 0.932 eV
- SMILES: [H]/N=C/N.CSC
- HOMO-LUMO gap: 9.20 eV

Element x y z (Å)
H -3.22 -0.06 0.78
N -2.53 -0.75 0.41
C -2.41 -0.81 -0.92
N -1.52 -1.57 -1.67
H -3.15 -0.09 -1.38
H -1.85 -1.90 -2.58
H -0.81 -2.08 -1.20
C 0.44 1.43 0.85
S 1.52 0.82 -0.43
C 2.93 0.16 0.48
H 0.92 2.40 1.28
H 0.46 0.76 1.71
H -0.64 1.70 0.62
H 3.82 -0.16 -0.28
H 3.38 0.78 1.24
H 2.66 -0.64 1.10


Quick ranking, most stable first: b, a.